Computed, not measured: 3 unconnected molecules or ions with the total composition C36H41F3N2O10, with wB97M-V/def2-TZVPD.

The SMILES is [H]/N=C\Cc1c(CCCO)c(CCO)c(-c2ccncc2)c2c1C(=O)c1c(COC(F)(F)F)ccc(O)c1C2=O.CCOC(C)=O.CCOC(C)=O. The calculation puts the total energy at -2556.76858 a.u.

XYZ file:
```
92
Properties=species:S:1:pos:R:3:mulliken_charge:R:1
N -1.87 -3.00 0.33 -0.68
C -0.78 -3.63 -0.23 0.25
C 0.02 -3.07 -1.59 -0.21
C 0.29 -1.44 -1.53 0.07
C 1.32 -0.75 -0.39 0.72
C 2.09 -1.70 0.71 -0.17
C 3.73 -1.78 0.42 -0.44
C 4.16 -3.19 -0.34 0.00
O 5.35 -3.70 0.40 -0.57
C 1.57 0.90 -0.30 0.20
C 2.57 1.51 0.87 -0.54
C 1.79 1.66 2.34 -0.46
O 0.59 2.54 2.22 -0.48
C 0.79 1.92 -1.35 -0.10
C 0.93 3.55 -1.37 0.38
C 2.26 4.38 -1.90 -0.32
C 2.42 6.00 -1.98 -0.26
N 1.30 6.88 -1.53 -0.52
C 0.09 6.19 -1.02 -0.28
C -0.28 4.61 -0.89 -0.09
C -0.23 1.25 -2.48 0.01
C -0.46 -0.40 -2.56 -0.16
C -1.54 -0.91 -3.74 0.13
O -1.32 -1.94 -4.56 -0.57
C -2.92 0.02 -3.84 0.13
C -4.39 -0.69 -3.99 0.47
C -4.69 -2.31 -4.02 -0.52
O -3.81 -3.12 -3.17 -0.19
C -4.54 -4.10 -2.36 0.72
F -5.14 -3.49 -1.11 -0.24
F -5.51 -4.93 -3.12 -0.23
F -3.50 -5.07 -1.84 -0.25
C -5.70 0.34 -4.11 -0.60
C -5.46 1.99 -4.05 -0.54
C -3.97 2.68 -3.88 0.29
O -3.75 4.13 -3.81 -0.44
C -2.68 1.67 -3.77 0.06
C -1.10 2.20 -3.55 0.21
O -0.58 3.25 -4.20 -0.52
H -2.09 -2.14 -0.23 0.31
H -0.36 -4.66 0.21 0.08
H 1.02 -3.67 -1.74 0.20
H -0.69 -3.39 -2.49 0.31
H 1.93 -1.27 1.80 0.04
H 1.71 -2.81 0.75 0.01
H 4.32 -1.64 1.43 0.24
H 3.97 -0.87 -0.27 0.23
H 3.28 -3.98 -0.38 -0.18
H 4.55 -2.91 -1.42 0.27
H 6.13 -3.10 0.15 0.31
H 3.60 0.95 0.96 0.26
H 2.81 2.63 0.54 0.32
H 1.44 0.63 2.77 0.24
H 2.51 2.21 3.12 0.27
H -0.20 1.92 2.04 0.30
H 3.17 3.74 -2.30 0.25
H 3.42 6.45 -2.39 0.30
H -0.78 6.92 -0.64 0.30
H -1.32 4.19 -0.49 0.30
H -4.67 -2.71 -5.12 0.29
H -5.81 -2.44 -3.63 0.38
H -6.79 -0.11 -4.22 0.24
H -6.44 2.66 -4.12 0.18
H -4.58 4.62 -4.10 0.34
O 1.51 -5.14 0.45 -0.58
C 1.83 -6.04 1.21 0.90
O 2.54 -5.78 2.33 -0.35
C 2.83 -6.74 3.36 -0.42
C 4.04 -7.57 2.99 -0.98
C 1.52 -7.47 0.87 -1.32
H 1.95 -7.35 3.60 0.38
H 3.06 -6.16 4.27 0.33
H 3.87 -8.15 2.08 0.27
H 4.29 -8.27 3.80 0.38
H 4.91 -6.93 2.80 0.29
H 2.25 -7.83 0.15 0.26
H 0.52 -7.51 0.43 0.36
H 1.50 -8.14 1.73 0.41
O -0.73 7.57 1.82 -0.58
C -0.71 6.95 2.88 0.80
O -1.83 6.36 3.35 -0.38
C -1.88 5.49 4.49 -0.26
C -1.97 6.29 5.78 -0.99
C 0.54 6.92 3.72 -0.98
H -1.04 4.78 4.49 0.21
H -2.79 4.88 4.38 0.34
H -1.09 6.92 5.92 0.28
H -2.06 5.62 6.64 0.36
H -2.84 6.95 5.75 0.30
H 0.62 7.85 4.28 0.27
H 1.40 6.81 3.06 0.28
H 0.58 6.08 4.41 0.36
```